# C18H27N5O5S

C18H27N5O5S as an isolated structure (ωB97M-V/def2-TZVPD, the Open Molecules 2025 dataset).

HOMO energy: -8.56 eV
electronic energy: -47605.144 eV

```
56
Properties=species:S:1:pos:R:3:forces:R:3:lowdin_charge:R:1
C 3.098 -5.577 -2.583 4.9522 3.7620 -3.3454 -0.017
H 2.616 -5.477 -3.563 0.3498 -0.3043 0.0404 0.052
H 2.425 -5.982 -1.957 -1.6910 -1.6257 2.6206 0.020
H 4.140 -5.990 -2.713 -1.4960 -0.6392 0.1834 0.089
C 3.545 -3.992 -2.137 -7.2421 -4.9532 -2.5861 -0.298
N 2.151 -3.642 -1.647 0.8574 3.5994 1.5731 -0.133
C 1.145 -3.476 -2.580 0.0283 4.1455 -6.8643 -0.349
H 1.135 -4.080 -3.545 0.2732 -0.1719 1.8212 0.125
C -0.233 -3.197 -2.159 -2.9540 -2.4185 3.7280 -0.168
C -0.232 -2.099 -0.982 -2.4162 -2.5519 -4.5626 -0.179
N -1.245 -1.292 -1.254 3.3457 -0.1258 2.0987 0.111
N -1.127 -0.224 -0.392 2.8810 2.1520 6.4498 -0.020
C -1.904 0.887 -0.252 -4.8689 -8.7277 -9.9807 -0.213
C -2.191 1.801 0.610 4.2798 2.5299 3.5222 -0.309
C -2.950 2.894 0.503 -3.5912 -0.7122 -0.0412 0.029
C -3.968 2.696 -0.390 0.6211 8.6937 3.3911 -0.198
C -3.892 1.817 -1.260 -3.1780 -9.0855 -10.2134 -0.068
C -3.024 0.724 -1.277 0.8822 4.2004 1.8377 0.086
H -3.117 0.107 -2.138 0.5974 -0.9177 0.0544 0.095
H -4.784 1.734 -2.174 2.6413 0.7243 2.8864 0.213
N -4.852 3.901 -0.604 -5.2986 -7.4670 -6.4733 -0.307
O -4.948 4.563 0.286 0.2870 6.7267 6.5389 0.158
O -5.850 3.790 -1.476 3.9080 0.4130 1.4095 -0.020
H -3.135 3.440 1.362 0.3731 1.8095 1.1199 0.120
S -0.923 1.873 1.722 -10.0736 -3.4019 14.7877 0.758
O 0.341 1.649 1.415 10.4856 -1.0209 -5.1686 -0.228
O -1.211 0.738 3.019 -0.0341 3.5512 -5.5160 -0.426
N -1.226 3.259 2.599 1.3951 0.2898 2.7206 -0.217
C -1.187 3.112 4.223 -3.3360 6.4468 -3.2494 -0.155
H -1.769 2.334 4.547 -0.6222 -2.2852 0.5736 0.071
C 0.141 3.277 4.679 5.1061 -2.9852 3.7879 -0.206
O 1.060 4.386 4.218 -4.0731 -1.9870 3.9284 -0.109
C 1.056 4.269 2.886 6.4750 -1.5960 -1.5088 -0.350
H 1.817 5.141 2.667 -1.5660 -1.8483 -1.0233 0.181
C -0.191 4.255 2.224 -6.3275 3.6385 -5.2704 -0.247
H -0.317 4.097 1.021 1.7570 0.8160 2.5155 0.166
H -0.690 5.361 2.261 0.8504 -2.4136 0.3637 0.172
H 1.496 3.172 2.754 -0.0059 2.1244 -0.7349 0.148
H 0.121 3.348 5.835 0.1239 0.0334 -1.9022 0.156
H 0.617 2.134 4.467 -0.3227 3.1599 0.2689 0.188
H -1.810 4.108 4.637 1.2587 -2.1803 -1.5915 0.183
H -0.566 -0.377 0.559 -1.1392 -0.0794 -2.8640 0.159
C 0.939 -2.374 -0.035 -2.7633 8.2726 1.1256 -0.150
H 1.075 -1.474 0.728 -0.8497 -1.8802 -0.8257 0.162
H 0.748 -3.228 0.421 -0.6827 -3.8668 2.2214 0.082
C 2.169 -2.314 -0.719 4.2065 -5.7489 -0.7293 -0.142
H 3.022 -2.584 0.023 -1.3110 0.6195 -1.1136 0.158
H 2.430 -1.411 -1.173 0.1139 1.3733 -1.2702 0.102
H -1.089 -2.918 -2.914 2.2734 -0.6645 1.1973 0.142
H -0.517 -4.307 -1.650 -0.0394 2.7555 -0.8997 0.165
H 1.262 -2.331 -3.331 0.4783 -2.1255 1.7231 0.179
C 4.043 -3.239 -3.299 1.4768 3.8997 10.2038 -0.013
H 4.951 -3.509 -3.489 5.5358 -1.6564 -1.5632 0.031
H 3.463 -3.271 -4.024 -5.3471 0.0145 -6.4810 -0.001
H 4.137 -2.237 -2.740 -0.0859 -0.4632 -1.8990 0.134
H 3.804 -4.263 -1.207 3.5013 0.1518 2.9853 0.088
```
Positions in Å, forces in eV/Å.


# C18H27N9

A 9-piece molecular cluster, C18H27N9 overall (ωB97M-V/def2-TZVPD, the Open Molecules 2025 dataset).

HOMO energy: -11.00 eV
SMILES: CC#N.CC#N.CC#N.CC#N.CC#N.CC#N.CC#N.CC#N.CC#N
electronic energy: -32511.104 eV

```
54
Properties=species:S:1:pos:R:3:forces:R:3:lowdin_charge:R:1
C 1.328 -1.739 21.622 -0.7059 -0.3787 -0.8043 -0.071
C 1.809 -2.603 20.527 0.5569 -0.6149 -0.7797 -0.272
N 2.200 -3.315 19.696 -0.5807 1.0716 1.1437 0.137
H 0.267 -1.550 21.456 -0.1313 -0.1510 -0.0650 0.079
H 1.781 -0.748 21.591 0.4529 -0.3705 0.3897 0.055
H 1.390 -2.308 22.549 0.3838 0.4719 0.1252 0.084
C 5.364 -3.076 20.592 0.9773 -1.3187 0.4895 -0.112
C 6.713 -3.081 21.199 1.3329 0.7730 0.6824 -0.289
N 7.762 -3.134 21.700 -1.7430 0.0353 -0.8008 0.104
H 5.180 -2.322 19.827 0.1605 -0.0247 0.4299 0.048
H 4.638 -3.129 21.403 -0.0870 0.4602 -0.2614 0.053
H 5.377 -4.076 20.158 -0.5774 0.0190 -0.5149 0.077
C 4.339 0.665 24.508 0.9964 -0.2156 -0.8117 -0.071
C 4.479 0.108 23.136 -0.6193 1.1281 2.9141 -0.211
N 4.528 -0.365 22.111 0.1303 -0.9118 -1.9990 0.174
H 3.489 1.341 24.587 0.0145 -0.3414 0.0579 0.070
H 5.243 1.245 24.693 -0.1469 0.1577 -0.0312 0.036
H 4.361 -0.145 25.237 -0.4777 0.1370 -0.1002 0.044
C 7.231 2.805 26.476 -0.4200 0.1059 1.0462 -0.064
C 7.073 4.244 26.368 -0.4582 3.1393 -1.1149 -0.292
N 6.923 5.406 26.303 0.4806 -2.9286 0.2758 0.133
H 8.198 2.435 26.133 -0.1409 0.1329 0.1032 0.093
H 6.399 2.218 26.088 0.0990 0.4164 -0.4361 0.042
H 7.101 2.720 27.555 0.5431 -0.7412 0.2665 0.072
C 5.742 0.307 29.849 0.0213 -0.3617 0.2774 -0.051
C 4.882 0.462 28.674 0.1033 0.4814 0.0582 -0.249
N 4.288 0.549 27.691 0.1278 -0.0306 0.3902 0.150
H 5.878 -0.770 29.954 0.3937 -0.0214 0.1042 0.060
H 5.355 0.651 30.808 -0.6045 0.1243 -0.3431 0.090
H 6.693 0.829 29.741 0.0080 -0.2209 -0.3870 0.081
C 3.899 0.743 19.235 0.9493 -0.5032 -0.3509 -0.069
C 5.338 0.344 19.134 -3.6829 0.9487 0.2696 -0.300
N 6.404 0.006 18.994 2.5745 -0.7249 -0.2588 0.137
H 3.375 0.362 18.359 0.0982 0.1168 -0.1045 0.078
H 3.838 1.832 19.248 -0.1607 -0.1357 0.2092 0.076
H 3.451 0.260 20.104 0.2025 0.3622 0.0467 0.018
C 6.309 5.787 22.588 -0.3013 -0.5067 0.6981 -0.044
C 5.651 4.798 23.410 -1.1847 -1.6155 1.2296 -0.268
N 5.142 3.962 24.032 0.6310 0.9211 -0.9141 0.159
H 6.594 6.601 23.255 0.1784 0.1366 -0.3411 0.089
H 5.566 6.084 21.848 0.5419 0.2160 -0.2909 0.092
H 7.166 5.221 22.223 0.1511 0.6731 -0.5792 0.095
C 2.846 4.329 26.113 -0.6629 -0.4976 0.2491 -0.096
C 1.647 5.108 26.425 -2.4489 1.5413 0.4964 -0.271
N 0.687 5.742 26.659 2.5302 -1.6708 -0.5958 0.110
H 3.559 4.941 25.559 0.1106 -0.3333 0.3789 0.047
H 2.579 3.433 25.554 -0.1738 0.3404 -0.5805 0.060
H 3.198 3.848 27.026 0.5579 0.6475 0.1875 0.076
C 4.631 -3.126 27.363 1.0193 -0.2522 1.0640 -0.061
C 4.994 -3.325 28.782 0.7712 -0.6678 2.0826 -0.277
N 5.276 -3.530 29.899 -0.6441 0.6541 -2.4564 0.120
H 5.010 -2.142 27.088 -0.8870 0.2695 -0.0999 0.053
H 3.564 -3.345 27.324 0.1173 0.4636 -0.6868 0.089
H 5.247 -3.790 26.756 -0.3763 -0.4056 0.0422 0.085
```
Positions in Å, forces in eV/Å.


# C18H27NO2

An isolated molecule of C18H27NO2 (ωB97M-V/def2-TZVPD, the Open Molecules 2025 dataset).

HOMO energy: -8.45 eV
SMILES: CCCc1ccc(OCCNC(=O)C2CCCCC2)cc1
electronic energy: -24690.376 eV

```
48
Properties=species:S:1:pos:R:3:forces:R:3:lowdin_charge:R:1
C 0.379 6.278 -2.058 0.2306 0.0199 0.0887 -0.108
C 1.809 5.755 -2.068 -0.1344 -0.0465 -0.1896 -0.255
C 1.885 4.291 -2.521 0.1069 0.2065 0.1871 -0.175
C 1.189 3.378 -1.554 -0.0454 -0.0607 -0.2378 -0.258
C -0.077 2.877 -1.815 0.2170 0.0576 0.0373 -0.040
C -0.735 2.060 -0.910 -0.2394 -0.2306 0.2471 -0.013
C -0.122 1.728 0.291 0.1548 0.0679 -0.0336 -0.268
O -0.667 0.930 1.257 0.1470 0.0909 0.0548 -0.057
C -1.907 0.303 1.005 -0.3704 -0.2742 0.1178 -0.180
C -2.158 -0.671 2.159 0.0239 0.2602 -0.3573 -0.140
N -1.090 -1.637 2.243 0.0615 0.3838 0.1920 0.068
C -1.148 -2.823 1.581 0.5192 -0.0271 0.4529 -0.465
O -2.184 -3.254 1.124 -0.3590 -0.1584 -0.2587 0.074
C 0.200 -3.537 1.534 0.0979 -0.2421 -0.0393 -0.238
C 0.064 -4.999 1.097 -0.3061 0.1316 0.0081 -0.155
C -0.334 -5.127 -0.371 0.1747 -0.1385 -0.0511 -0.199
C 0.643 -4.377 -1.270 -0.2748 0.0883 -0.0371 -0.202
C 0.705 -2.910 -0.858 0.3041 -0.0949 -0.0084 -0.192
C 1.159 -2.791 0.593 -0.1270 0.1370 -0.0468 -0.156
C 1.151 2.228 0.564 -0.1497 -0.0953 0.0940 -0.002
C 1.791 3.040 -0.346 -0.1202 -0.0619 -0.0036 -0.035
H -0.235 5.692 -1.378 -0.1223 -0.0010 0.0436 0.068
H -0.056 6.218 -3.053 -0.1026 0.0044 -0.1082 0.073
H 0.356 7.317 -1.736 -0.0852 0.0905 0.0189 0.068
H 2.233 5.841 -1.065 0.0945 0.0261 0.0000 0.104
H 2.415 6.366 -2.742 0.0682 0.0228 0.0607 0.103
H 2.936 4.002 -2.601 -0.0202 -0.0420 -0.0960 0.113
H 1.431 4.200 -3.510 0.0467 -0.0334 -0.0535 0.112
H -0.567 3.125 -2.745 -0.0350 0.0323 -0.1045 0.116
H -1.721 1.695 -1.151 -0.0839 -0.0561 0.0094 0.104
H -1.867 -0.257 0.061 -0.0084 0.0638 0.0617 0.130
H -2.716 1.044 0.949 0.0822 -0.0364 -0.0372 0.133
H -2.218 -0.121 3.101 -0.0795 -0.0259 -0.0594 0.126
H -3.087 -1.217 1.983 0.0530 0.1287 0.0701 0.125
H -0.188 -1.257 2.485 -0.0094 -0.1632 -0.0633 0.133
H 0.612 -3.509 2.550 -0.0584 0.0376 -0.0680 0.146
H -0.687 -5.489 1.720 0.0634 -0.0563 0.0455 0.117
H 1.022 -5.500 1.261 0.0188 -0.0101 0.0499 0.117
H -1.335 -4.718 -0.500 -0.0037 -0.0720 -0.0371 0.103
H -0.360 -6.184 -0.647 -0.0491 -0.0185 -0.0074 0.109
H 0.328 -4.459 -2.312 0.0705 -0.0397 -0.0332 0.108
H 1.639 -4.819 -1.184 0.0785 -0.0231 -0.0536 0.112
H -0.286 -2.464 -0.968 -0.0613 0.0873 -0.0699 0.112
H 1.394 -2.362 -1.505 -0.0702 0.0583 0.0030 0.111
H 1.232 -1.737 0.873 0.0862 -0.0070 0.0342 0.103
H 2.156 -3.229 0.693 0.0364 0.0208 0.0378 0.120
H 1.618 1.965 1.501 0.0558 -0.0416 0.1094 0.115
H 2.779 3.416 -0.120 0.1239 0.0402 0.0305 0.117
```
Positions in Å, forces in eV/Å.


# C18H27NO5S

An isolated molecule of C18H27NO5S (ωB97M-V/def2-TZVPD, the Open Molecules 2025 dataset).

HOMO energy: -8.44 eV
SMILES: CCOC(=O)C1(CCOC)CCN(C(=O)c2ccc(CSC)o2)CC1
electronic energy: -41666.890 eV

```
52
Properties=species:S:1:pos:R:3:forces:R:3:lowdin_charge:R:1
C -0.323 1.602 -3.511 0.2677 -0.0799 0.3121 -0.055
C 0.342 2.043 -2.218 -0.5200 0.4233 -0.1347 -0.189
O 1.210 1.000 -1.764 0.2220 -0.0774 -0.3555 0.013
C 1.106 0.593 -0.508 0.1760 -0.1429 0.4359 -0.462
O 0.391 1.107 0.318 0.0251 0.1096 0.0830 0.124
C 2.052 -0.576 -0.217 0.1854 -0.1220 -0.0142 -0.349
C 3.485 -0.018 -0.170 0.0030 0.2918 0.2063 -0.099
C 3.692 1.111 0.850 -0.1422 -0.1548 -0.1275 -0.211
O 4.858 1.864 0.609 0.0390 0.1523 -0.0655 -0.182
C 6.059 1.191 0.895 -0.0054 -0.0023 -0.0287 -0.115
C 1.638 -1.238 1.102 -0.1629 0.2272 -0.1913 -0.079
C 0.154 -1.652 1.045 -0.0368 0.0893 0.6309 -0.121
N -0.263 -1.836 -0.325 0.0136 -0.1195 -0.1115 -0.039
C -1.243 -1.162 -0.976 -0.0331 -0.3957 0.0945 -0.388
O -1.336 -1.192 -2.198 -0.0803 0.1639 -0.0508 0.057
C -2.243 -0.404 -0.210 -0.7174 0.8085 -0.8524 -0.167
C -3.079 0.560 -0.716 0.6174 -0.6779 0.1358 0.024
C -3.884 0.991 0.355 0.2064 -0.2558 0.6186 -0.011
C -3.492 0.259 1.446 -0.4630 0.7470 -0.3002 -0.345
C -4.003 0.230 2.830 -0.3838 -0.6051 -0.0111 -0.394
S -5.262 -1.095 3.066 0.0730 0.1248 -0.0244 0.800
C -6.559 -0.471 1.965 0.4579 -0.0576 0.2532 -0.407
O -2.503 -0.587 1.105 0.0495 -0.2198 0.3089 0.075
C 0.728 -2.527 -1.121 0.0420 -0.1843 -0.4086 -0.109
C 1.958 -1.629 -1.339 -0.1683 0.0075 0.0235 -0.078
H 0.424 1.455 -4.287 0.0405 0.0052 -0.1414 0.077
H -0.849 0.663 -3.352 -0.0526 0.0143 -0.0274 0.053
H -1.027 2.362 -3.837 -0.0667 0.1218 -0.0689 0.078
H 0.958 2.935 -2.368 -0.0777 -0.1105 0.0890 0.128
H -0.399 2.243 -1.437 0.1712 0.0165 -0.1450 0.116
H 4.170 -0.841 0.051 -0.0314 -0.0573 -0.0833 0.122
H 3.732 0.377 -1.159 0.0663 -0.0331 -0.0185 0.137
H 2.875 1.833 0.784 -0.0015 -0.0858 0.0952 0.130
H 3.718 0.704 1.872 -0.0498 0.0703 -0.0477 0.125
H 6.051 0.783 1.913 0.0186 -0.0064 -0.0008 0.090
H 6.254 0.377 0.188 0.0247 -0.0024 0.0259 0.083
H 6.851 1.932 0.810 0.0598 -0.0847 0.0238 0.089
H 1.773 -0.545 1.931 0.0230 -0.0562 0.0777 0.119
H 2.278 -2.106 1.269 0.0879 0.0053 -0.0038 0.128
H 0.000 -2.589 1.594 -0.0015 0.0873 0.0041 0.132
H -0.451 -0.877 1.508 0.1684 -0.2047 -0.0593 0.110
H -3.099 0.905 -1.729 0.0567 -0.0107 -0.2487 0.119
H -4.641 1.748 0.331 -0.1668 0.1430 0.0908 0.115
H -4.470 1.177 3.097 0.1691 0.0508 -0.0240 0.087
H -3.211 -0.016 3.535 0.0181 0.1339 0.0467 0.082
H -7.373 -1.187 2.006 -0.0937 -0.0303 -0.0281 0.028
H -6.898 0.500 2.317 -0.1271 0.0754 -0.0517 0.035
H -6.173 -0.401 0.952 -0.1075 0.0153 -0.0904 0.025
H 1.001 -3.440 -0.586 -0.0205 0.0160 -0.0201 0.129
H 0.271 -2.793 -2.075 0.1040 -0.0748 0.1570 0.125
H 1.889 -1.122 -2.300 0.0680 -0.0697 0.0036 0.123
H 2.861 -2.242 -1.340 0.0553 0.0214 0.0190 0.123
```
Positions in Å, forces in eV/Å.


Here are the calculated max |F| numbers, same order: 18.21; 3.81; 0.69; 1.38 (eV/A).
Here are the calculated energy relative to the best compared isomer or geometry (same formula, charge and spin) numbers, same order: 25.0110; 1.4864; 0.1810; 0.3713 (eV).
Here are the calculated frontier orbital gap numbers, same order: 7.682; 10.932; 9.260; 9.125 (eV).